DFT (ωB97M-V with the def2-TZVPD basis set) results for a structure of composition C39H33F12NOP4S4SbSr.

Positions of all 96 atoms, in Å:
Sr: 2.5239 0.8668 -0.5617
O: -1.0711 -1.1058 -1.4268
C: -1.8861 -0.1667 -2.0207
C: -1.6165 0.3093 -3.2993
C: -2.3958 1.3334 -3.8034
C: -3.4279 1.8742 -3.0420
C: -3.6810 1.3855 -1.7712
C: -2.9138 0.3473 -1.2385
P: -3.1809 -0.4418 0.3962
C: -4.9622 -0.0550 0.6389
C: -5.8784 -0.9594 0.1026
C: -7.2432 -0.7469 0.2226
C: -7.7146 0.3674 0.9032
C: -6.8138 1.2633 1.4604
C: -5.4473 1.0554 1.3270
C: -2.4103 0.7633 1.5333
C: -2.1845 0.3302 2.8396
C: -1.6977 1.2040 3.7991
C: -1.4210 2.5214 3.4594
C: -1.5935 2.9464 2.1507
C: -2.0830 2.0722 1.1898
C: -0.7859 -2.2950 -2.0391
C: -1.5508 -2.8407 -3.0599
C: -1.2225 -4.0981 -3.5450
C: -0.1541 -4.8069 -3.0109
C: 0.5934 -4.2476 -1.9849
C: 0.2925 -2.9817 -1.4958
P: 1.2111 -2.1394 -0.1756
C: 0.3438 -2.5967 1.3589
C: -0.8585 -3.2947 1.3761
C: -1.5068 -3.5412 2.5798
C: -0.9601 -3.0941 3.7727
C: 0.2365 -2.3871 3.7624
C: 0.8796 -2.1339 2.5628
C: 2.7638 -3.0986 -0.1278
C: 3.1493 -3.9235 0.9238
C: 4.3904 -4.5466 0.9023
C: 5.2512 -4.3546 -0.1675
C: 4.8699 -3.5370 -1.2229
C: 3.6359 -2.9090 -1.2015
H: -0.7821 -0.0962 -3.8605
H: -2.1793 1.7243 -4.7894
H: -4.0310 2.6802 -3.4397
H: -4.4962 1.7951 -1.1855
H: -5.5132 -1.8411 -0.4134
H: -7.9391 -1.4578 -0.2052
H: -8.7799 0.5318 1.0054
H: -7.1744 2.1295 2.0011
H: -4.7514 1.7569 1.7718
H: -2.3864 -0.7029 3.1014
H: -1.5225 0.8531 4.8082
H: -1.0619 3.2150 4.2095
H: -1.3550 3.9675 1.8778
H: -2.2092 2.4165 0.1701
H: -2.3890 -2.2906 -3.4645
H: -1.8124 -4.5262 -4.3454
H: 0.0973 -5.7881 -3.3909
H: 1.4330 -4.7895 -1.5683
H: -1.2992 -3.6420 0.4501
H: -2.4480 -4.0767 2.5795
H: -1.4692 -3.2852 4.7095
H: 0.6655 -2.0155 4.6842
H: 1.8058 -1.5691 2.5662
H: 2.4846 -4.0832 1.7630
H: 4.6844 -5.1798 1.7300
H: 6.2239 -4.8293 -0.1746
H: 5.5410 -3.3668 -2.0544
H: 3.3559 -2.2589 -2.0237
S: 1.7737 6.2795 4.1960
Sb: 1.9175 4.0941 4.7010
S: 2.0121 1.1114 2.4925
S: 2.7409 3.0045 2.5583
S: 4.1598 3.2368 4.0628
C: 2.3833 6.4864 0.0643
C: 1.1700 5.6672 0.5037
C: 1.2372 4.2974 0.0141
N: 1.2816 3.2142 -0.3582
H: 2.3273 7.4758 0.5146
H: 2.4244 6.5895 -1.0192
H: 3.3033 6.0128 0.4038
H: 0.2320 6.1003 0.1513
H: 1.1271 5.6229 1.5984
F: 4.5312 2.2164 -0.7286
P: 5.8764 1.3311 -0.2013
F: 5.5587 1.8484 1.2785
F: 7.0661 0.4167 0.3176
F: 6.0492 0.8002 -1.6980
F: 6.8111 2.5832 -0.4880
F: 4.7855 0.0812 0.0605
F: 3.2632 0.0438 -2.7709
P: 2.1545 0.5661 -3.9175
F: 3.1498 0.1650 -5.0832
F: 1.0283 1.0775 -4.9239
F: 1.1628 0.9502 -2.6230
F: 2.7872 2.0297 -3.7936
F: 1.5134 -0.9114 -3.8916

The energy relative to the best compared isomer or geometry (same formula, charge and spin) is 5.2 kcal per mole. The total energy comes out at -165017.3479 eV. The calculation puts the HOMO energy at -0.1991 Eh. As for the net charge: -1. Its multiplicity is 1.



DFT (ωB97M-V with the def2-TZVPD basis set) results for a cluster of 2 separate species, C39H33F6N3O2 in total at a distorted geometry.

Positions of all 83 atoms, in Å:
O: -3.3779 -1.5865 -1.7243
C: -4.1355 -1.7530 -0.7632
N: -3.6937 -1.7905 0.5310
C: -2.2974 -1.5544 0.8903
C: -2.0585 -0.0757 1.2393
C: -2.7623 0.4197 2.5299
C: -1.7981 1.4573 3.1285
C: -0.4571 1.2814 2.3727
N: -0.6977 0.2739 1.4041
N: -5.5267 -1.9048 -0.8443
C: -6.2828 -1.8592 -2.0115
C: -7.6794 -1.6658 -1.9375
C: -8.4209 -1.5390 -3.1092
C: -9.8994 -1.2361 -3.0590
F: -10.5863 -1.8951 -4.0442
F: -10.4666 -1.5843 -1.8687
F: -10.1377 0.1048 -3.2411
C: -7.8239 -1.6452 -4.3626
C: -6.4528 -1.8899 -4.4264
C: -5.8079 -2.0389 -5.7815
F: -4.4684 -2.2924 -5.7047
F: -6.3735 -3.0660 -6.4930
F: -5.9627 -0.9022 -6.5333
C: -5.6835 -1.9889 -3.2746
H: -4.3434 -2.0534 1.2603
H: -2.0755 -2.1721 1.7748
H: -1.6509 -1.8629 0.0578
H: -2.4743 0.5036 0.3825
H: -3.7500 0.8289 2.2951
H: -2.8871 -0.4227 3.2221
H: -2.1827 2.4694 2.9747
H: -1.6537 1.2911 4.1989
H: -0.1416 2.2195 1.8924
H: 0.3550 0.9989 3.0609
H: -0.0164 -0.0267 0.7315
H: -6.0201 -1.8885 0.0415
H: -8.1724 -1.5916 -0.9703
H: -8.4144 -1.5480 -5.2674
H: -4.6127 -2.1318 -3.3442
O: 6.7165 1.5759 1.9006
C: 5.5124 1.4266 1.6146
C: 4.5083 2.4944 1.8723
C: 4.8816 3.6584 2.6965
C: 3.8786 4.3950 3.3725
C: 4.2016 5.4642 4.2098
C: 5.5330 5.8762 4.3552
C: 6.5394 5.1805 3.6716
C: 6.2143 4.0908 2.8653
C: 3.2447 2.3565 1.3363
C: 2.8376 1.2339 0.5396
C: 1.5565 1.1919 -0.0827
C: 1.2411 0.2705 -1.1600
C: 1.2293 -1.1306 -0.9060
C: 0.8065 -2.0309 -1.8812
C: 0.4501 -1.5705 -3.1545
C: 0.4868 -0.1958 -3.4346
C: 0.8346 0.7175 -2.4459
C: 3.7774 0.1665 0.4077
C: 5.0224 0.1716 0.9940
C: 5.8597 -1.0386 0.9665
C: 5.2449 -2.3128 0.8617
C: 6.0044 -3.4823 0.8383
C: 7.4035 -3.4187 0.8831
C: 8.0299 -2.1679 0.9700
C: 7.2663 -1.0033 1.0312
H: 2.8345 4.0984 3.2585
H: 3.4053 5.9756 4.7520
H: 5.7835 6.7252 4.9942
H: 7.5833 5.4830 3.7641
H: 7.0130 3.5397 2.3785
H: 2.5174 3.1617 1.4700
H: 0.9630 2.1086 -0.0106
H: 1.5198 -1.4928 0.0863
H: 0.7651 -3.0948 -1.6407
H: 0.1408 -2.2813 -3.9232
H: 0.2310 0.1599 -4.4351
H: 0.8291 1.7932 -2.6400
H: 3.4998 -0.6872 -0.2084
H: 4.1546 -2.3776 0.8259
H: 5.4966 -4.4462 0.7851
H: 7.9975 -4.3333 0.8551
H: 9.1173 -2.0921 0.9903
H: 7.7582 -0.0418 1.1488

The total energy comes out at -65849.5713 eV. The calculation puts the HOMO energy at -0.2961 Eh. As for the net charge: 0. Its multiplicity is 1. The SMILES is O=C(NC[C@H]1CCCN1)Nc1cc(C(F)(F)F)cc(C(F)(F)F)c1.O=C1C(c2ccccc2)=CC(=Cc2ccccc2)C=C1c1ccccc1.



DFT (ωB97M-V with the def2-TZVPD basis set) results for a structure of composition C39H33ILuN5O2S4 at a distorted geometry.

Positions of all 85 atoms, in Å:
Lu: 0.0811 1.0540 0.5386
C: 0.1496 -1.4852 -2.3233
C: 1.1950 -0.8708 -1.4422
N: 1.2078 -1.1463 -0.1737
N: 2.4178 -1.0707 0.4599
C: 2.7414 -0.4663 1.5380
S: 1.9242 0.7270 2.4657
S: 4.3772 -0.9481 2.1519
C: 4.1340 -2.7515 2.4186
C: 3.7687 -3.1249 3.8343
C: 2.7386 -2.4806 4.5169
C: 2.4275 -2.8193 5.8242
C: 3.1549 -3.8002 6.4853
C: 4.1969 -4.4310 5.8258
C: 4.4931 -4.1027 4.5095
C: 2.2169 -0.0172 -2.0724
C: 2.9584 -0.4174 -3.1800
C: 3.9133 0.4126 -3.7371
C: 4.1009 1.6836 -3.2040
C: 3.3469 2.1168 -2.1321
C: 2.3976 1.2799 -1.5217
O: 1.6586 1.7133 -0.5284
H: -0.5505 -2.0911 -1.7540
H: 0.6625 -2.1324 -3.0394
H: -0.3839 -0.7245 -2.8963
H: 5.0824 -3.2145 2.1504
H: 3.3852 -3.0513 1.6838
H: 2.2102 -1.6626 4.0455
H: 1.6388 -2.2845 6.3412
H: 2.9113 -4.0600 7.5077
H: 4.7941 -5.1699 6.3453
H: 5.3056 -4.6133 4.0050
H: 2.8121 -1.4150 -3.5784
H: 4.5127 0.0719 -4.5708
H: 4.8369 2.3493 -3.6381
H: 3.4760 3.1099 -1.7185
S: -3.5286 -3.8410 0.9044
C: -4.4533 -5.2466 0.5894
C: -5.1801 -5.1296 -0.5530
C: -4.9978 -3.8756 -1.1852
C: -4.1231 -3.0575 -0.5248
C: -3.6716 -1.7215 -0.9011
C: -2.5032 -1.1725 -0.3399
N: -1.9867 -0.0119 -0.6675
C: -2.6342 0.7354 -1.5884
C: -3.8388 0.3098 -2.1789
C: -4.5229 1.1648 -3.1027
C: -4.0144 2.3676 -3.4405
C: -2.7828 2.8246 -2.8706
C: -2.2587 4.0924 -3.1443
C: -1.0988 4.5198 -2.5230
C: -0.4650 3.6029 -1.6602
N: -0.9419 2.4136 -1.3818
C: -2.0931 2.0132 -1.9537
C: -0.5771 5.8703 -2.7016
C: 0.4734 6.4704 -2.0622
C: 0.6585 7.8230 -2.4360
C: -0.2496 8.2401 -3.3560
S: -1.3441 6.9958 -3.7792
C: -4.3413 -0.9481 -1.8286
H: -4.3993 -6.0851 1.2644
H: -5.8199 -5.9110 -0.9351
H: -5.4947 -3.6019 -2.1049
H: -1.9663 -1.7353 0.4131
H: -5.4653 0.8195 -3.5095
H: -4.5345 3.0261 -4.1249
H: -2.7877 4.7437 -3.8292
H: 0.4683 3.8531 -1.1694
H: 1.0994 5.9629 -1.3425
H: 1.4331 8.4591 -2.0341
H: -0.3498 9.2121 -3.8108
H: -5.2645 -1.2906 -2.2793
C: -0.0463 -2.8710 2.2985
C: -0.5683 -1.5440 2.7767
N: -0.8082 -1.4428 4.0903
O: -0.7720 -0.5930 2.0250
H: -0.5635 -3.6960 2.7871
H: 1.0156 -2.9232 2.5484
H: -0.1355 -2.9431 1.2188
H: -0.5414 -2.1737 4.7258
H: -1.0469 -0.5404 4.4704
I: -2.4722 2.4122 2.0088
C: -0.3395 3.0677 1.7743
H: 0.0029 3.0774 2.8117
H: -0.4620 4.1104 1.4746

The energy relative to the best compared isomer or geometry (same formula, charge and spin) is 50.7 kcal per mole. The total energy comes out at -137590.5261 eV. The calculation puts the HOMO energy at -0.2610 Eh. As for the net charge: 0. Its multiplicity is 1.



DFT (ωB97M-V with the def2-TZVPD basis set) results for a structure of composition C39H33N7O3S4Ti at a distorted geometry.

Positions of all 87 atoms, in Å:
Ti: -0.3107 0.0610 1.7902
S: -1.0772 0.2878 4.3144
C: -2.4531 -0.0362 3.3407
N: -2.3288 -0.2268 2.0055
C: -3.5796 -0.4462 1.3061
C: -3.7911 -0.8126 -0.0364
C: -5.0950 -0.9501 -0.4854
C: -6.1815 -0.7841 0.3794
C: -5.9521 -0.4315 1.7105
C: -4.6425 -0.2669 2.1880
S: -4.1523 0.0843 3.8614
H: -2.9459 -0.9209 -0.6949
H: -5.2542 -1.2026 -1.5431
H: -7.1974 -0.9295 0.0002
H: -6.7830 -0.2868 2.4017
S: -0.4381 2.7473 2.2270
C: -0.1362 3.5326 3.7194
C: -0.9404 4.6771 3.9076
N: -1.6088 5.6309 4.0421
C: 0.8916 3.2163 4.6633
S: 1.9676 1.9510 4.8256
C: 1.0433 4.1155 5.7569
N: 1.1726 4.8489 6.6646
C: 0.1499 1.1190 -5.6648
O: -0.2092 0.0144 -4.8123
C: 0.6099 -1.0408 -4.6874
C: 1.3699 -1.5871 -5.7122
C: 2.2713 -2.6270 -5.4358
C: 2.3898 -3.1230 -4.1401
C: 1.6338 -2.5895 -3.1010
C: 0.6750 -1.6302 -3.3907
N: -0.1500 -1.0104 -2.4297
C: -0.0536 -1.0859 -1.0735
N: -0.2044 -2.3327 -0.5371
C: -0.0986 -2.7230 0.7944
C: 0.0704 -1.8590 1.8812
C: 0.4243 -2.4473 3.1156
C: 0.3332 -3.8081 3.3509
C: 0.0884 -4.6746 2.2704
C: -0.1182 -4.1373 0.9959
O: -0.3240 -4.8391 -0.1065
C: -0.5159 -6.2634 0.0104
N: -0.1070 -0.0138 -0.2682
C: 0.1055 1.2841 -0.8258
C: 1.3036 1.5909 -1.4910
C: 1.4890 2.7959 -2.1391
C: 0.4900 3.7716 -2.0827
C: -0.6804 3.4949 -1.3740
C: -0.8975 2.2631 -0.7525
O: -2.0311 1.9585 -0.0879
C: -3.0336 2.9589 0.2075
H: 0.0930 0.8571 -6.7372
H: 1.1590 1.5086 -5.4282
H: -0.6006 1.9007 -5.4682
H: 1.2710 -1.1918 -6.7290
H: 2.8482 -3.0677 -6.2420
H: 3.0416 -3.9592 -3.9431
H: 1.7984 -2.9205 -2.0639
H: -0.5522 -0.1450 -2.7703
H: -0.3840 -3.1029 -1.1735
H: 0.6922 -1.7890 3.9440
H: 0.4423 -4.1835 4.3665
H: 0.0307 -5.7526 2.4466
H: -0.6809 -6.6078 -1.0137
H: -1.3976 -6.5031 0.6381
H: 0.3958 -6.7433 0.3954
H: 2.0732 0.8225 -1.5234
H: 2.3970 2.9901 -2.7107
H: 0.6462 4.7239 -2.5721
H: -1.4694 4.2450 -1.3435
H: -3.7547 2.4741 0.8791
H: -3.5458 3.3118 -0.7095
H: -2.5969 3.8245 0.7341
N: 1.9148 0.3906 2.1742
C: 2.9617 1.1456 1.5063
C: 2.8919 2.5107 1.2600
C: 4.0402 3.1945 0.8581
C: 5.2315 2.5411 0.6158
C: 5.2537 1.1575 0.7779
C: 4.1261 0.4661 1.1871
H: 1.8363 0.7981 3.1650
H: 2.2692 -0.5735 2.2711
H: 1.9564 3.0336 1.4175
H: 3.9646 4.2700 0.7155
H: 6.1428 3.0788 0.3265
H: 6.1745 0.6046 0.6158
H: 4.1421 -0.6274 1.2749

The energy relative to the best compared isomer or geometry (same formula, charge and spin) is 0.0 kcal per mole. The expectation value of S² is 2.019. The total energy comes out at -124008.9948 eV. The calculation puts the HOMO energy (spin up / spin down) at 0.0179 / -0.0296 Eh. As for the net charge: -2. Its multiplicity is 3.



DFT (ωB97M-V with the def2-TZVPD basis set) results for a structure of composition C39H34AsBF4N10O2Y at a distorted geometry.

Positions of all 92 atoms, in Å:
Y: -16.0509 -15.1918 2.4911
C: -11.7045 -11.7423 -1.3321
C: -11.1400 -11.3761 -0.1131
C: -11.4863 -11.9927 1.0690
C: -12.4273 -12.9950 1.0188
C: -13.1058 -13.7833 2.0266
N: -14.1222 -14.5373 1.3828
C: -13.9959 -14.3534 0.0495
N: -14.5920 -15.0233 -0.9814
C: -15.2879 -16.1104 -0.7087
C: -15.6474 -17.1278 -1.7332
C: -15.1877 -17.2932 -3.0282
C: -15.5888 -18.4436 -3.6990
C: -16.3799 -19.4129 -3.0612
C: -16.7806 -19.2336 -1.7351
C: -16.3879 -18.0749 -1.0668
C: -16.4120 -17.7153 0.3431
N: -16.8982 -18.5963 1.2252
C: -16.7000 -18.4500 2.5712
N: -16.1301 -17.4374 3.2420
C: -15.9297 -17.8470 4.5288
N: -15.2516 -17.2649 5.4516
C: -14.4021 -16.2261 5.2095
N: -14.2578 -15.5582 4.0786
C: -13.2065 -14.7089 4.2090
N: -12.7200 -13.8729 3.2982
C: -12.7066 -14.7215 5.6070
C: -11.6196 -14.1848 6.2732
C: -11.3510 -14.6719 7.5355
C: -12.1431 -15.6014 8.1738
C: -13.2313 -16.1791 7.5684
C: -13.4754 -15.7145 6.2375
C: -16.5829 -19.1628 4.7390
C: -16.7515 -20.0225 5.8211
C: -17.4636 -21.1972 5.5837
C: -17.9315 -21.5683 4.3175
C: -17.7298 -20.6894 3.2302
C: -17.1186 -19.4907 3.4764
N: -15.7376 -16.5594 0.5255
C: -13.0043 -13.3673 -0.1977
C: -12.6077 -12.7561 -1.4217
H: -11.4365 -11.2102 -2.2642
H: -10.4280 -10.5399 -0.1255
H: -11.0931 -11.6881 2.0324
H: -14.5632 -16.5216 -3.5279
H: -15.2755 -18.6300 -4.7453
H: -16.6700 -20.3749 -3.5786
H: -17.3472 -20.0055 -1.2104
H: -11.0388 -13.3967 5.8279
H: -10.5411 -14.2910 8.1314
H: -11.8784 -15.8493 9.1747
H: -13.8565 -16.9848 8.0431
H: -16.4100 -19.8196 6.8034
H: -17.5061 -21.9359 6.3766
H: -18.3423 -22.5820 4.1557
H: -18.0585 -20.9522 2.2613
H: -12.9438 -13.1323 -2.3924
N: -16.9339 -13.4989 0.5807
N: -18.1966 -13.9231 0.2341
C: -18.6934 -15.1732 0.6950
O: -19.6533 -15.7386 0.1415
O: -18.0833 -15.5861 1.7796
H: -16.9518 -12.5953 1.0380
H: -16.2724 -13.5665 -0.1900
H: -18.5522 -13.6744 -0.6631
C: -14.9203 -10.3815 1.5163
C: -14.5499 -10.6473 2.9870
As: -15.7724 -12.0291 3.6976
C: -15.3326 -11.9188 5.6578
C: -13.9731 -11.2461 5.9755
C: -17.5319 -11.0071 3.7968
C: -17.2101 -9.5593 4.0760
H: -14.3345 -9.7236 0.8948
H: -15.9792 -10.0908 1.5201
H: -14.8892 -11.2714 0.9062
H: -14.5454 -9.7428 3.5293
H: -13.5695 -11.1139 2.9972
H: -15.3735 -12.9777 5.9351
H: -16.1955 -11.4650 6.1703
H: -13.2154 -11.6712 5.3387
H: -13.5652 -11.4264 6.9888
H: -14.0250 -10.1619 5.8230
H: -18.1506 -11.5063 4.5311
H: -18.0539 -11.1315 2.8653
H: -16.5991 -9.3559 4.9682
H: -18.1202 -8.9982 4.1471
H: -16.6488 -9.1243 3.2459
F: -17.1302 -14.6894 4.4523
B: -18.3684 -14.4462 5.3162
F: -19.2737 -13.9058 4.4810
F: -18.7945 -15.6457 5.7844
F: -18.0456 -13.5124 6.3181

The energy relative to the best compared isomer or geometry (same formula, charge and spin) is 0.0 kcal per mole. The total energy comes out at -133434.6033 eV. The calculation puts the HOMO energy (spin up / spin down) at -0.1533 / -0.1533 Eh. As for the net charge: -1. Its multiplicity is 1.